Entry from OMol25: the molecule C4H7NS (ωB97M-V/def2-TZVPD).

Computed properties:
structure (SMILES)	C=C1N[C@@H]1CS
E	-16583.630	eV
HOMO	-8.5	eV
energy above the lowest of the compared OMol25 structures with the same formula, charge and spin	76.1	kcal per mole

Last column: natural (NBO) charge in e.
CARTESIAN COORDINATES (ANGSTROEM)
C: 0.502 1.842 0.762  -0.515
C: -0.237 1.017 0.100  0.187
N: -1.449 0.853 -0.479  -0.609
C: -0.444 -0.195 -0.744  -0.114
C: -0.258 -1.470 -0.033  -0.498
S: 1.556 -1.598 0.460  -0.057
H: 1.616 1.570 0.786  0.215
H: 0.351 2.792 1.247  0.221
H: -2.388 0.939 -0.114  0.396
H: -0.270 -0.326 -1.777  0.206
H: -0.658 -1.525 1.072  0.236
H: -0.407 -2.403 -0.555  0.228
H: 2.086 -1.495 -0.725  0.104